Entry 1:
# C7H20N2O2PS2Sc

A molecular structure, C7H20N2O2PS2Sc (wB97M-V/def2-TZVPD, the OMol25 dataset).

Geometry as ORCA input:
```
! wB97M-V def2-TZVPD RIJCOSX def2/J DEFGRID3
* xyz 1 2
Sc 0.619 -1.318 -0.048
N -0.245 -3.083 -1.256
C 0.039 -2.928 -2.709
C 1.529 -2.827 -3.022
C 2.198 -1.476 -2.780
N 2.559 -1.227 -1.351
H -0.002 -4.027 -0.965
H -1.250 -3.001 -1.107
H -0.477 -2.029 -3.048
H -0.382 -3.774 -3.256
H 1.640 -3.038 -4.087
H 2.081 -3.623 -2.510
H 1.540 -0.665 -3.097
H 3.102 -1.421 -3.389
H 2.949 -0.288 -1.296
H 3.327 -1.848 -1.103
C -3.309 3.462 1.891
C -2.972 2.195 1.149
O -1.543 1.951 1.316
P -0.885 0.652 0.721
S -1.574 -1.059 1.467
S -0.656 0.601 -1.254
O 0.658 0.775 1.249
C 0.929 1.013 2.671
C 1.233 2.472 2.902
H -4.367 3.685 1.762
H -2.731 4.299 1.501
H -3.107 3.355 2.956
H -3.174 2.283 0.081
H -3.512 1.334 1.547
H 1.780 0.378 2.915
H 0.068 0.671 3.246
H 2.082 2.789 2.298
H 1.482 2.628 3.952
H 0.372 3.089 2.655
*
```

Properties
- highest occupied orbital energy (alpha / beta) (Eh) = -0.36196 / -0.42921
- calculated total energy (eV) = -66317.3328
- ⟨S²⟩ = 0.751
- HOMO-LUMO gap (alpha / beta) (eV) = 6.671 / 8.257
- LUMO energy (alpha / beta) (eV) = -3.178 / -3.422


Entry 2:
# C7H20N3O3Si

A molecular structure, C7H20N3O3Si (wB97M-V/def2-TZVPD, the OMol25 dataset).

Geometry as ORCA input:
```
! wB97M-V def2-TZVPD RIJCOSX def2/J DEFGRID3
* xyz 1 1
C -2.517 -0.907 -0.674
C -1.774 2.846 0.823
C 1.896 -2.064 -2.049
C 0.611 -1.038 2.810
C 3.482 0.784 -0.001
C -0.517 2.037 0.483
C -0.718 0.667 -0.035
N -2.108 -2.108 -0.081
N -3.448 -0.651 -1.480
N -1.938 0.201 0.014
O 0.999 -1.364 -1.214
O 0.708 -1.252 1.380
O 2.043 0.819 0.228
Si 0.904 -0.391 0.046
H -2.444 2.786 0.004
H -1.430 3.890 1.035
H -2.012 2.374 1.836
H 2.657 -2.581 -1.423
H 2.440 -1.365 -2.669
H 1.353 -2.882 -2.466
H -0.400 -0.839 3.019
H 1.206 -0.237 3.161
H 0.606 -2.020 3.376
H 3.644 1.673 -0.577
H 3.660 -0.209 -0.387
H 3.838 0.856 1.027
H 0.124 2.494 -0.219
H 0.193 2.043 1.333
H -0.613 1.343 -2.396
H -2.337 -2.986 -0.585
H -1.105 -2.101 0.135
H -4.120 -1.312 -1.988
H -0.224 0.662 -2.560
H -2.659 0.834 0.095
*
```

Properties
- highest occupied orbital energy (Eh) = -0.49497
- relative energy (zero: lowest compared OMol25 entry of this formula, charge and spin) (kcal per mole) = 87.5
- calculated total energy (eV) = -26067.8119
- HOMO-LUMO gap (eV) = 9.365
- LUMO energy (eV) = -4.104


Entry 3:
# C7H20N4O11S

5 unconnected molecules or ions with the total composition C7H20N4O11S (wB97M-V/def2-TZVPD, the OMol25 dataset).

Geometry as ORCA input:
```
! wB97M-V def2-TZVPD RIJCOSX def2/J DEFGRID3
* xyz -1 2
C -11.808 12.475 -4.107
N -11.175 13.258 -5.197
O -11.737 14.290 -5.499
O -10.091 12.990 -5.713
H -12.392 11.589 -4.357
H -12.399 13.188 -3.532
H -11.007 12.050 -3.502
C -13.284 15.319 -11.275
N -12.721 16.410 -10.470
O -13.178 17.555 -10.617
O -11.904 16.069 -9.628
H -13.597 15.626 -12.273
H -14.162 14.957 -10.740
H -12.478 14.594 -11.384
C -14.055 14.507 -7.674
N -14.950 13.889 -6.691
O -16.146 14.099 -6.826
O -14.440 13.147 -5.877
H -13.907 15.518 -7.293
H -14.483 14.601 -8.672
H -13.177 13.898 -7.891
C -18.738 13.292 -8.914
N -17.420 13.040 -9.512
O -16.873 13.905 -10.215
O -16.903 11.920 -9.339
H -18.418 13.843 -8.030
H -19.157 12.302 -8.734
H -19.262 13.932 -9.625
O -13.946 18.885 -8.017
S -13.303 19.011 -6.743
O -13.504 20.224 -5.948
O -13.835 17.654 -5.831
C -14.845 17.900 -4.870
C -15.149 16.641 -4.084
C -11.530 18.494 -6.873
H -15.726 18.145 -5.464
H -14.559 18.557 -4.048
H -15.649 16.865 -3.141
H -14.224 16.192 -3.723
H -15.643 15.826 -4.613
H -11.017 19.123 -7.601
H -11.522 17.449 -7.182
H -10.990 18.638 -5.937
*
```

Properties
- highest occupied orbital energy (alpha / beta) (Eh) = -0.01259 / -0.14641
- calculated total energy (eV) = -46888.7995
- ⟨S²⟩ = 0.753
- HOMO-LUMO gap (alpha / beta) (eV) = 2.449 / 6.093
- LUMO energy (alpha / beta) (eV) = 2.106 / 2.109


Entry 4:
# C7H21BINO3Si2

A molecular structure, C7H21BINO3Si2 (wB97M-V/def2-TZVPD, the OMol25 dataset).

Geometry as ORCA input:
```
! wB97M-V def2-TZVPD RIJCOSX def2/J DEFGRID3
* xyz 0 1
C 3.302 -2.379 2.046
C 2.480 -1.876 0.810
O 2.804 -0.538 0.458
C 2.900 -0.346 -0.941
C 1.570 0.138 -1.630
Si 0.248 0.764 -0.391
C -0.671 2.323 -1.025
C -1.396 2.971 0.214
C -0.767 4.297 0.742
I 1.392 4.402 0.664
O -0.801 -0.471 0.175
Si -1.993 -0.992 -0.943
B -3.408 -1.899 0.122
N -4.062 -3.179 -0.258
O -3.767 -1.242 1.338
H 4.159 -3.013 1.757
H 2.607 -2.997 2.650
H 3.606 -1.519 2.668
H 2.531 -2.595 -0.032
H 1.413 -1.871 1.137
H 3.306 -1.242 -1.458
H 3.660 0.448 -1.105
H 1.176 -0.733 -2.202
H 1.823 0.955 -2.339
H 0.999 1.228 0.793
H -1.463 2.056 -1.758
H 0.012 3.007 -1.562
H -1.540 2.209 1.009
H -2.426 3.225 -0.121
H -1.038 4.377 1.814
H -1.221 5.188 0.270
H -2.635 0.132 -1.664
H -1.494 -1.931 -1.958
H -3.396 -3.939 -0.152
H -4.444 -3.164 -1.196
H -3.467 -1.794 2.066
*
```

Properties
- highest occupied orbital energy (Eh) = -0.33560
- calculated total energy (eV) = -39766.5415
- HOMO-LUMO gap (eV) = 9.439
- LUMO energy (eV) = 0.307


Entry 5:
# C7H21FO2Si3

A molecular structure, C7H21FO2Si3 (wB97M-V/def2-TZVPD, the OMol25 dataset).

Geometry as ORCA input:
```
! wB97M-V def2-TZVPD RIJCOSX def2/J DEFGRID3
* xyz 0 1
C -3.943 -2.286 0.463
Si -2.654 -1.346 -0.616
C -3.529 -0.944 -2.271
C -1.186 -2.551 -0.882
O -2.217 0.037 0.295
C -1.039 0.687 -0.202
C -0.978 2.112 0.502
Si 0.740 2.551 1.194
O 1.899 1.337 0.833
Si 3.338 1.952 0.139
C 4.582 0.477 0.118
C 4.340 -0.320 1.452
F 3.355 -1.307 1.248
H -3.359 -2.821 1.250
H -4.575 -2.957 -0.158
H -4.613 -1.533 0.956
H -4.616 -1.185 -2.228
H -3.089 -1.600 -3.067
H -3.436 0.119 -2.591
H -0.746 -2.750 0.128
H -1.537 -3.526 -1.301
H -0.441 -2.072 -1.558
H -0.128 0.071 -0.016
H -1.100 0.831 -1.317
H -1.671 2.051 1.380
H -1.317 2.860 -0.252
H 1.119 3.900 0.761
H 0.634 2.592 2.671
H 3.944 3.047 0.911
H 3.168 2.445 -1.239
H 5.628 0.828 -0.012
H 4.235 -0.190 -0.713
H 5.253 -0.829 1.841
H 3.937 0.318 2.279
*
```

Properties
- highest occupied orbital energy (Eh) = -0.36602
- calculated total energy (eV) = -38047.9400
- HOMO-LUMO gap (eV) = 10.754
- LUMO energy (eV) = 0.794


Entry 6:
# C7H21N7O14

7 unconnected molecules or ions with the total composition C7H21N7O14 (wB97M-V/def2-TZVPD, the OMol25 dataset).

Geometry as ORCA input:
```
! wB97M-V def2-TZVPD RIJCOSX def2/J DEFGRID3
* xyz 0 1
C 0.834 -0.170 0.379
N 0.044 0.926 -0.282
O 0.210 0.949 -1.443
O -0.461 1.817 0.320
H 0.614 0.054 1.423
H 1.919 -0.076 0.326
H 0.402 -1.151 0.182
C 3.867 -1.709 -1.379
N 3.121 -2.990 -1.449
O 2.546 -3.408 -0.477
O 3.018 -3.423 -2.606
H 3.486 -1.039 -2.150
H 4.926 -1.844 -1.595
H 3.803 -1.254 -0.390
C -4.681 -1.759 -0.625
N -3.281 -1.188 -0.709
O -2.445 -1.507 0.134
O -3.005 -0.473 -1.732
H -5.289 -0.856 -0.682
H -4.810 -2.382 0.259
H -4.932 -2.358 -1.500
C 1.068 4.382 1.567
N 1.388 5.706 2.046
O 2.517 6.147 1.772
O 0.598 6.200 2.813
H 1.865 3.643 1.647
H 0.728 4.400 0.532
H 0.311 4.041 2.273
C -2.076 3.237 -1.998
N -3.218 3.171 -3.038
O -3.713 4.195 -3.404
O -3.585 2.081 -3.425
H -2.119 4.219 -1.526
H -1.225 2.986 -2.632
H -2.394 2.575 -1.193
C -0.789 -3.291 -1.647
N -0.747 -4.654 -2.181
O 0.156 -5.373 -1.721
O -1.564 -5.009 -3.016
H 0.205 -2.897 -1.858
H -0.985 -3.358 -0.577
H -1.523 -2.661 -2.150
C 2.076 -1.286 5.003
N 2.351 -0.259 4.003
O 1.555 0.631 3.781
O 3.439 -0.366 3.447
H 1.643 -2.015 4.318
H 1.211 -0.973 5.589
H 2.940 -1.634 5.569
*
```

Properties
- highest occupied orbital energy (Eh) = -0.39478
- relative energy (zero: lowest compared OMol25 entry of this formula, charge and spin) (kcal per mole) = 46.9
- calculated total energy (eV) = -46673.8777
- HOMO-LUMO gap (eV) = 9.974
- LUMO energy (eV) = -0.769
- SMILES = C[N+](=O)[O-].C[N+](=O)[O-].C[N+](=O)[O-].C[N+](=O)[O-].C[N+](=O)[O-].C[N+](=O)[O-].C[N+](=O)[O-]